(1)
{
  "formula": "C16H12O6",
  "method": "ωB97M-V/def2-TZVPD",
  "homo_lumo_gap_ev": 7.19,
  "smiles": "O=C1C=C2C[C@@]3(O)COc4c(ccc(O)c4O)C3=C2CC1=O",
  "homo_ev": -8.1,
  "multiplicity": 1,
  "fmax_ev_per_a": 5.5,
  "species": ["O", "C", "C", "C", "C", "C", "O", "C", "O", "C", "C", "C", "C", "C", "O", "C", "O", "C", "C", "C", "C", "O", "H", "H", "H", "H", "H", "H", "H", "H", "H", "H", "H", "H"],
  "coordinates": [[-3.8608, 0.5916, 4.1769], [-2.9409, 0.3354, 3.3997], [-3.4252, 0.3982, 1.9679], [-2.4735, 0.3997, 0.9503], [-2.7317, 0.3287, -0.4361], [-1.3652, -0.0667, -1.1777], [-1.5166, -1.3456, -1.7721], [-0.7898, 0.7801, -2.3236], [0.5909, 0.4443, -2.6557], [1.4823, 0.0840, -1.6617], [1.0033, -0.2777, -0.3456], [2.0258, -0.4425, 0.6254], [3.3286, -0.6068, 0.2387], [3.7871, -0.3506, -1.0739], [5.1164, -0.5079, -1.4015], [2.8298, 0.0162, -2.0137], [3.1941, 0.4779, -3.2713], [-0.3804, -0.0616, -0.0426], [-1.0154, 0.0215, 1.1954], [-0.4497, -0.2337, 2.5418], [-1.4488, -0.0729, 3.6347], [-1.0222, -0.2135, 4.7759], [-4.4855, 0.6822, 1.7214], [-3.4678, -0.4413, -0.6878], [-3.0890, 1.3574, -0.8764], [-0.5616, -1.6618, -2.0648], [-1.4330, 0.5201, -3.1923], [-0.8126, 1.9165, -2.1321], [1.8587, -0.8073, 1.6462], [4.1621, -0.7786, 0.9460], [5.2980, -0.3846, -2.3749], [2.3817, 0.6888, -3.6858], [-0.0815, -1.2903, 2.6383], [0.2925, 0.5013, 2.7309]],
  "forces_ev_per_angstrom": [[2.6, -0.6, 0.8], [-3.5, 0.5, -2.0], [2.5, 0.9, -1.6], [0.7, -2.2, 4.6], [0.0, 1.9, -5.1], [0.2, 0.8, 0.3], [2.6, -1.6, -0.3], [-0.7, 2.0, 0.1], [-0.1, -0.3, 0.1], [-1.7, -0.8, 1.5], [2.0, 1.6, -0.6], [-0.3, -1.9, -0.1], [2.5, 0.8, -0.5], [-0.3, -0.4, -0.3], [-0.5, 0.3, -0.7], [-0.2, 0.9, -0.7], [1.4, -1.0, 1.5], [-1.5, -0.7, 2.4], [-0.7, 0.4, -3.0], [-1.4, -0.9, -1.0], [0.2, 0.3, 3.3], [-1.2, 0.2, -1.3], [1.2, -0.5, 0.7], [0.0, 0.3, 0.0], [0.4, -1.8, 0.8], [-2.9, 0.9, 0.9], [0.9, 0.4, 0.2], [-0.1, -1.7, -0.1], [-0.4, 0.7, -0.4], [-0.9, -0.2, -0.2], [-0.7, 0.0, 1.5], [-1.3, 0.5, -1.1], [0.0, 1.1, -0.1], [1.2, 0.3, 0.4]]
}



(2)
{
  "formula": "C27H72BF4N2O11V",
  "method": "ωB97M-V/def2-TZVPD",
  "charge": -1,
  "homo_lumo_gap_ev": [5.47, 5.66],
  "homo_ev": [-3.4, -3.6],
  "multiplicity": 4,
  "fmax_ev_per_a": 4.6,
  "species": ["V", "B", "F", "F", "F", "F", "C", "C", "C", "C", "C", "C", "N", "O", "C", "C", "C", "H", "H", "H", "H", "H", "H", "H", "H", "H", "H", "H", "H", "H", "H", "H", "H", "H", "H", "C", "C", "C", "C", "C", "C", "N", "O", "C", "C", "C", "H", "H", "H", "H", "H", "H", "H", "H", "H", "H", "H", "H", "H", "H", "H", "H", "H", "H", "C", "O", "H", "H", "H", "H", "C", "O", "H", "H", "H", "H", "C", "O", "H", "H", "H", "H", "C", "O", "H", "H", "H", "H", "C", "O", "H", "H", "H", "H", "C", "O", "H", "H", "H", "H", "C", "O", "H", "H", "H", "H", "C", "O", "H", "H", "H", "H", "C", "O", "H", "H", "H", "H"],
  "coordinates": [[0.3826, 2.1122, 0.5108], [1.8208, 3.2566, -1.8194], [0.4706, 3.1700, -2.0944], [2.0208, 2.4057, -0.6915], [2.5985, 2.9550, -2.8950], [2.1784, 4.5082, -1.3492], [0.5338, -3.1111, 1.0334], [1.7795, -2.1843, 0.6932], [2.8829, -3.2341, 0.1827], [2.5904, -3.7011, -1.1940], [2.3842, -2.5445, -2.2104], [1.3190, -1.5230, -1.7829], [1.5927, -1.1132, -0.3584], [0.8042, 0.0292, 0.0537], [-0.0552, -2.1317, -2.1040], [1.5471, -0.3397, -2.7385], [2.3001, -1.6957, 2.0645], [0.2302, -3.8950, 0.3396], [-0.2952, -2.4292, 1.2232], [0.5808, -3.7539, 1.9124], [3.1240, -4.0338, 0.8831], [3.8225, -2.6817, 0.1827], [1.7440, -4.3876, -1.2132], [3.4563, -4.3014, -1.4731], [2.1010, -3.0297, -3.1444], [3.3973, -2.2024, -2.4214], [-0.8629, -1.4277, -1.9037], [-0.4403, -2.9907, -1.5545], [-0.1780, -2.4808, -3.1292], [0.7566, 0.3928, -2.5754], [1.3680, -0.7046, -3.7499], [2.5570, 0.0414, -2.5868], [2.9190, -0.8092, 1.9258], [2.9981, -2.4176, 2.4886], [1.4516, -1.4357, 2.6974], [-2.9302, 3.9053, 3.0394], [-2.7158, 2.5665, 3.7272], [-4.0795, 2.1519, 4.3229], [-4.4244, 0.6867, 4.6152], [-4.1859, -0.0061, 3.2945], [-2.6931, 0.1449, 2.7750], [-2.3232, 1.5791, 2.6711], [-0.9783, 1.7623, 2.2701], [-2.8030, -0.4907, 1.3460], [-1.6842, -0.7457, 3.5799], [-1.7258, 2.6908, 4.9321], [-3.3567, 4.6495, 3.7120], [-3.6377, 3.6814, 2.2410], [-2.0613, 4.3468, 2.5514], [-4.8840, 2.5168, 3.6842], [-4.2054, 2.6212, 5.2986], [-5.4388, 0.4479, 4.9346], [-3.8054, 0.3663, 5.4532], [-4.9105, 0.3460, 2.5603], [-4.4950, -1.0343, 3.4826], [-3.3396, 0.1231, 0.6225], [-3.4416, -1.3734, 1.3126], [-1.8588, -0.8547, 0.9409], [-1.5896, -0.4518, 4.6252], [-0.6592, -0.5856, 3.2455], [-2.1275, -1.7326, 3.4477], [-0.8842, 3.2969, 4.5968], [-1.2824, 1.6995, 5.0254], [-2.1611, 2.9646, 5.8932], [-2.4591, 3.1813, -0.3298], [-1.3760, 2.2125, -0.5743], [-2.1836, 4.0180, 0.3122], [-2.9662, 3.5980, -1.2001], [-3.2451, 2.6830, 0.2375], [-1.5446, 1.8830, -1.4601], [1.5068, 2.4178, -5.8510], [2.8143, 1.9618, -5.5295], [0.7815, 1.6076, -5.7756], [1.1289, 3.2056, -5.1993], [1.6683, 2.7612, -6.8728], [2.7049, 1.9382, -4.5761], [5.2532, 0.6032, 0.3468], [5.0517, 1.8732, 1.0033], [6.2254, 0.5799, -0.1455], [5.1391, -0.3044, 0.9395], [4.5079, 0.5974, -0.4485], [5.8960, 2.3295, 1.0261], [1.6643, -0.2453, 5.2256], [1.6081, 0.7333, 6.2735], [2.6516, -0.1286, 4.7788], [1.5372, -1.2944, 5.4925], [0.9016, 0.0060, 4.4884], [0.7760, 0.6484, 6.7448], [-1.2906, -1.7019, -5.6051], [-1.2671, -0.5260, -5.0095], [-2.1667, -1.6910, -6.2536], [-0.3714, -2.1335, -6.0009], [-1.6424, -2.4733, -4.9200], [-1.4686, 0.1694, -5.6400], [-3.3127, 0.4636, -2.5192], [-2.1087, 1.1046, -2.9359], [-3.8760, 1.0422, -1.7870], [-4.0088, -0.0099, -3.2116], [-3.0118, -0.3517, -1.8613], [-1.6563, 0.5087, -3.5374], [-2.4926, -4.8619, -0.0505], [-3.8137, -5.2494, -0.3981], [-2.4297, -4.5733, 0.9987], [-1.7300, -5.5981, -0.3046], [-2.1804, -3.9288, -0.5194], [-3.8140, -5.5248, -1.3177], [3.1621, -1.1885, -6.4352], [3.6911, -0.0935, -7.1459], [3.7577, -2.0450, -6.7510], [3.3620, -1.0500, -5.3727], [2.1629, -1.5380, -6.6950], [3.2962, 0.7051, -6.7882], [2.1649, 2.3593, 3.2590], [2.2116, 2.3399, 1.7863], [1.1607, 2.3905, 3.6816], [2.6055, 1.4548, 3.6782], [2.6677, 3.2126, 3.7141], [3.1592, 2.3375, 1.6325]],
  "forces_ev_per_angstrom": [[-0.2, -2.6, 1.6], [-0.1, 1.0, 1.0], [-0.5, 0.2, -0.8], [0.7, -0.5, -0.5], [0.6, -0.9, -0.9], [-0.1, 0.9, 0.0], [-0.6, 0.7, 0.0], [0.2, -2.6, -0.2], [-0.3, 2.4, 0.4], [0.1, -0.4, -0.8], [0.5, -1.9, 0.9], [0.9, -0.4, 0.4], [0.5, 0.6, 0.3], [-0.4, -1.4, 0.1], [-1.4, -0.1, 0.4], [-1.0, -0.3, 0.6], [-0.1, 1.1, -1.1], [0.1, 0.6, -0.9], [-0.3, -0.1, -0.2], [0.8, 0.5, 0.7], [-0.8, -0.2, 0.2], [0.3, 0.4, -0.3], [-0.2, 0.0, 0.1], [0.0, -0.2, -0.5], [-0.3, 0.1, -0.2], [-0.1, 1.0, 0.2], [0.1, 0.6, -0.1], [0.9, -0.2, 0.6], [0.4, 0.4, -0.3], [0.4, 0.4, 0.2], [0.4, -0.1, -0.2], [-0.2, 0.3, -0.1], [-0.2, 0.4, -0.1], [-0.5, -0.4, 0.3], [0.3, -0.1, 0.2], [-0.3, 0.0, -0.4], [0.0, -1.4, 0.7], [-1.6, 0.2, 1.0], [1.1, 0.6, -0.9], [1.0, -0.6, 1.1], [-0.7, -0.3, -0.4], [-0.5, 0.4, -0.5], [0.6, 0.3, 0.1], [0.2, -0.2, -0.1], [-0.9, 1.1, -0.2], [0.7, -1.0, -1.5], [-0.1, 0.0, 0.1], [-0.2, 0.3, 0.0], [0.3, -0.3, 0.3], [0.0, 0.2, -0.2], [0.1, 0.8, -0.1], [-0.3, 0.8, 0.0], [0.4, -0.5, -0.2], [0.2, 0.4, -0.2], [0.6, -0.6, -0.5], [0.5, 0.7, 0.1], [-0.1, -0.4, 0.8], [0.3, 0.6, -0.1], [-0.7, -0.2, 0.3], [-0.3, -0.4, -0.8], [0.8, -0.4, 0.3], [-0.1, 0.4, 0.5], [0.1, -0.1, 0.3], [0.0, 0.4, -0.3], [-0.2, -0.8, 0.8], [-2.1, 1.9, 0.4], [0.7, -0.2, -0.2], [0.7, -0.2, -0.6], [0.1, -0.3, 0.1], [0.5, -0.5, -0.8], [0.3, 0.1, -1.1], [-0.8, 0.2, 0.8], [-0.1, -0.2, -0.3], [0.4, 0.2, 0.0], [-1.0, 0.2, -0.1], [1.1, -0.3, 0.8], [-0.3, 0.7, -1.2], [0.3, -0.6, 0.5], [0.1, 0.0, 0.1], [-0.1, 0.4, 0.5], [-0.1, -0.4, 0.0], [-0.1, 0.0, 0.1], [-0.1, 0.7, -0.3], [0.2, -0.6, 0.2], [-0.1, -0.2, 0.0], [0.0, 0.0, 0.6], [0.1, -0.1, -0.2], [-0.1, 0.0, -0.1], [-1.9, -4.1, -1.1], [0.8, 3.9, 1.9], [0.4, -0.4, -1.2], [0.2, 0.6, -0.5], [0.2, 0.0, 0.7], [0.2, 0.1, 0.0], [0.5, -1.2, 1.9], [-1.4, 0.6, -0.3], [0.1, 0.8, -0.5], [0.3, 0.6, -0.8], [0.1, -0.5, 0.0], [0.3, -0.4, -0.1], [0.4, 0.9, 0.0], [0.1, -0.1, 0.2], [-0.3, -0.6, 0.2], [-0.1, -0.3, 0.2], [-0.2, 0.1, -0.5], [0.0, 0.1, 0.0], [1.4, -0.6, -0.2], [-0.4, -0.3, -0.7], [0.3, -0.1, 0.1], [-0.6, -0.2, 0.2], [-0.6, 0.7, 0.2], [0.0, 0.3, 0.5], [-0.2, -0.3, 0.0], [-0.6, 0.4, 2.8], [-0.3, -0.1, -0.8], [0.2, 0.1, -0.4], [0.3, 0.2, -0.5], [0.3, -0.1, -1.0]]
}



(3)
{
  "formula": "C3H8N3",
  "method": "ωB97M-V/def2-TZVPD",
  "charge": 1,
  "homo_lumo_gap_ev": [9.33, 9.07],
  "homo_ev": [-14.8, -14.7],
  "multiplicity": 1,
  "fmax_ev_per_a": 4.4,
  "species": ["C", "C", "C", "N", "N", "N", "H", "H", "H", "H", "H", "H", "H", "H"],
  "coordinates": [[-0.1386, -1.2265, 1.0090], [-0.0234, -0.3703, -1.2227], [0.0267, 1.6529, 0.4074], [0.7078, -1.1417, -0.1834], [-1.0579, -0.1129, 0.9289], [-0.7906, 0.7035, -0.3273], [-0.8995, -2.0604, 1.2140], [0.5318, -1.2443, 1.9957], [0.6657, -0.0268, -2.0804], [-0.7446, -0.9616, -1.7519], [-0.4776, 2.5082, 0.8530], [1.0794, 1.4880, 0.6039], [1.6412, -0.6108, -0.0956], [-1.6991, 1.0045, -0.5255]],
  "forces_ev_per_angstrom": [[1.4, 0.5, 1.5], [1.7, -0.6, 0.2], [-1.7, -1.2, 0.7], [0.7, 1.6, -1.8], [0.2, 2.8, 0.2], [3.4, -2.4, 1.4], [1.3, 0.4, -1.1], [-1.4, 0.3, -2.1], [-0.9, 0.3, 1.9], [-1.0, -0.2, 0.3], [0.0, -0.3, -0.3], [-0.2, -0.4, -0.4], [-1.9, -1.7, 0.7], [-1.6, 0.9, -1.2]]
}



(4)
{
  "formula": "C4H14N3S",
  "method": "ωB97M-V/def2-TZVPD",
  "homo_lumo_gap_ev": [5.22, 9.12],
  "homo_ev": [-4.4, -8.4],
  "multiplicity": 2,
  "fmax_ev_per_a": 7.7,
  "species": ["C", "C", "S", "H", "H", "H", "H", "H", "H", "C", "C", "N", "N", "N", "H", "H", "H", "H", "H", "H", "H", "H"],
  "coordinates": [[-0.7527, -1.0044, -2.5784], [-2.6848, 1.1053, -3.6123], [-2.0814, -0.5789, -3.7846], [0.1155, -1.2303, -3.0287], [-0.6222, -0.3189, -1.7718], [-0.8809, -1.8057, -1.8686], [-1.9728, 1.8322, -3.0322], [-3.5681, 1.0891, -2.9681], [-2.6807, 1.2369, -4.7195], [2.8878, 0.3973, 2.6776], [0.4307, -0.1835, 2.0080], [1.6688, -0.4980, 2.5081], [0.1738, 1.1592, 1.6993], [-0.2390, -1.2740, 1.5501], [1.9074, -1.4627, 2.8663], [0.0579, 1.8009, 2.4933], [-0.3989, 1.5428, 1.0129], [0.0724, -2.0482, 1.0330], [-1.2152, -1.4000, 1.6879], [3.3026, 0.2623, 1.5891], [3.6488, 0.0282, 3.3273], [2.8312, 1.3503, 2.9113]],
  "forces_ev_per_angstrom": [[-2.9, 0.7, 1.9], [2.0, 0.7, 1.3], [1.0, -1.7, 0.7], [3.1, -0.2, -1.9], [0.3, 1.7, -0.1], [-1.2, -1.2, -0.4], [-0.9, -1.3, -1.6], [-0.4, 0.2, -1.0], [-1.0, 1.2, 1.2], [-0.2, -5.7, -5.3], [-0.3, 0.3, 0.6], [3.7, -0.7, 2.7], [1.2, 1.0, 2.0], [-2.1, -0.1, -0.2], [-1.3, 1.8, -0.8], [0.2, -0.8, -0.1], [-1.0, -0.4, -1.9], [1.5, -0.6, -1.0], [-0.6, 0.4, 0.5], [0.1, 1.1, 2.0], [0.1, -1.1, 0.6], [-1.4, 4.7, 0.9]]
}



What did the third record say?
{
  "formula": "C3H8N3",
  "method": "ωB97M-V/def2-TZVPD",
  "charge": 1,
  "homo_lumo_gap_ev": [9.33, 9.07],
  "homo_ev": [-14.8, -14.7],
  "multiplicity": 1,
  "fmax_ev_per_a": 4.4,
  "species": ["C", "C", "C", "N", "N", "N", "H", "H", "H", "H", "H", "H", "H", "H"],
  "coordinates": [[-0.1386, -1.2265, 1.0090], [-0.0234, -0.3703, -1.2227], [0.0267, 1.6529, 0.4074], [0.7078, -1.1417, -0.1834], [-1.0579, -0.1129, 0.9289], [-0.7906, 0.7035, -0.3273], [-0.8995, -2.0604, 1.2140], [0.5318, -1.2443, 1.9957], [0.6657, -0.0268, -2.0804], [-0.7446, -0.9616, -1.7519], [-0.4776, 2.5082, 0.8530], [1.0794, 1.4880, 0.6039], [1.6412, -0.6108, -0.0956], [-1.6991, 1.0045, -0.5255]],
  "forces_ev_per_angstrom": [[1.4, 0.5, 1.5], [1.7, -0.6, 0.2], [-1.7, -1.2, 0.7], [0.7, 1.6, -1.8], [0.2, 2.8, 0.2], [3.4, -2.4, 1.4], [1.3, 0.4, -1.1], [-1.4, 0.3, -2.1], [-0.9, 0.3, 1.9], [-1.0, -0.2, 0.3], [0.0, -0.3, -0.3], [-0.2, -0.4, -0.4], [-1.9, -1.7, 0.7], [-1.6, 0.9, -1.2]]
}



Which formula does entry 2 have? C27H72BF4N2O11V